[1]
{
  "formula": "C6H12O",
  "method": "ωB97M-V/def2-TZVPD",
  "charge": 0,
  "multiplicity": 1,
  "elements": ["C", "C", "O", "C", "C", "C", "C", "H", "H", "H", "H", "H", "H", "H", "H", "H", "H", "H", "H"],
  "xyz": [[0.012, -0.307, 1.908], [-0.847, -0.182, 0.655], [-1.083, -1.482, 0.109], [-0.440, -1.627, -1.151], [0.529, -0.456, -1.265], [-0.220, 0.635, -0.495], [0.622, 1.838, -0.088], [1.020, -0.663, 1.668], [0.101, 0.652, 2.431], [-0.441, -1.028, 2.596], [-1.822, 0.240, 0.938], [0.048, -2.607, -1.188], [-1.188, -1.595, -1.958], [1.481, -0.686, -0.771], [0.746, -0.181, -2.302], [-1.045, 0.985, -1.131], [0.982, 2.376, -0.971], [0.046, 2.549, 0.516], [1.499, 1.538, 0.496]]
}

***

[2]
{
  "formula": "C5H14NO",
  "method": "ωB97M-V/def2-TZVPD",
  "charge": 1,
  "multiplicity": 1,
  "elements": ["C", "C", "N", "C", "C", "C", "H", "H", "H", "H", "H", "H", "H", "H", "H", "H", "H", "H", "H", "H", "O"],
  "xyz": [[1.186, -1.164, 1.411], [0.732, -0.648, 0.079], [-0.486, 0.286, 0.287], [-0.376, 1.400, -0.709], [1.113, 1.585, -0.855], [1.686, 0.128, -0.801], [0.376, -1.660, 1.947], [1.477, -0.320, 2.035], [2.004, -1.857, 1.346], [0.285, -1.442, -0.517], [-0.270, 0.780, 1.156], [-1.378, -0.196, 0.357], [-0.847, 1.092, -1.637], [-0.927, 2.261, -0.329], [1.319, 2.087, -1.795], [1.592, 2.151, -0.065], [2.701, 0.224, -0.428], [1.727, -0.249, -1.814], [-2.636, -1.979, -0.089], [-3.832, -1.387, 0.664], [-2.973, -1.156, 0.288]]
}

***

[3]
{
  "formula": "C21H31AsBeBrN2O4Si",
  "method": "ωB97M-V/def2-TZVPD",
  "charge": -1,
  "multiplicity": 1,
  "elements": ["Be", "C", "O", "C", "C", "C", "Br", "C", "C", "C", "O", "C", "N", "C", "C", "C", "C", "C", "C", "N", "H", "H", "H", "H", "H", "H", "H", "H", "H", "H", "H", "C", "Si", "C", "C", "O", "H", "H", "H", "H", "H", "H", "H", "H", "H", "C", "As", "C", "C", "O", "H", "H", "H", "H", "H", "H", "H", "H", "H", "C", "H", "H"],
  "xyz": [[-0.474, 0.050, 0.166], [3.211, 0.171, -0.888], [2.318, 0.080, 0.204], [2.686, 0.121, 1.480], [3.955, 0.333, 1.983], [4.154, 0.373, 3.363], [5.912, 0.658, 4.032], [3.116, 0.216, 4.241], [1.826, 0.002, 3.738], [1.602, -0.065, 2.373], [0.393, -0.264, 1.836], [0.675, -0.110, 4.650], [-0.537, -0.341, 4.237], [-1.338, -0.325, 5.370], [-2.712, -0.506, 5.491], [-3.254, -0.433, 6.760], [-2.449, -0.185, 7.887], [-1.083, -0.004, 7.776], [-0.549, -0.080, 6.493], [0.742, 0.053, 6.003], [4.185, 0.573, -0.617], [2.741, 0.827, -1.616], [3.324, -0.823, -1.321], [4.795, 0.470, 1.320], [3.306, 0.256, 5.304], [-0.295, -0.339, 2.555], [-3.318, -0.690, 4.613], [-4.320, -0.565, 6.892], [-2.911, -0.130, 8.865], [-0.468, 0.190, 8.645], [1.564, 0.276, 6.533], [-1.630, 4.079, -0.258], [-0.361, 3.012, 0.603], [1.263, 3.953, 0.568], [-0.882, 2.882, 2.405], [-0.200, 1.581, -0.078], [-1.720, 5.061, 0.220], [-2.606, 3.584, -0.211], [-1.380, 4.229, -1.313], [1.203, 4.908, 1.105], [1.569, 4.160, -0.463], [2.049, 3.349, 1.038], [-1.253, 3.829, 2.812], [-0.057, 2.542, 3.043], [-1.683, 2.135, 2.464], [-3.043, -2.702, -1.620], [-2.438, -0.911, -0.970], [-2.491, 0.395, -2.446], [-4.380, -0.510, -0.507], [-2.007, -0.276, 0.641], [-3.867, -2.583, -2.327], [-3.409, -3.253, -0.751], [-2.206, -3.229, -2.075], [-3.252, 0.114, -3.177], [-1.510, 0.468, -2.910], [-2.753, 1.360, -2.009], [-5.031, -0.659, -1.375], [-4.453, 0.522, -0.159], [-4.699, -1.168, 0.304], [-0.462, -1.240, -1.041], [-0.073, -1.330, -2.064], [-0.325, -2.210, -0.538]]
}

***

[4]
{
  "formula": "C22H25BrN2O4S",
  "method": "ωB97M-V/def2-TZVPD",
  "charge": 0,
  "multiplicity": 1,
  "elements": ["C", "C", "C", "O", "N", "C", "C", "C", "C", "C", "Br", "C", "C", "S", "O", "O", "C", "C", "C", "O", "N", "C", "C", "C", "C", "C", "C", "C", "C", "C", "H", "H", "H", "H", "H", "H", "H", "H", "H", "H", "H", "H", "H", "H", "H", "H", "H", "H", "H", "H", "H", "H", "H", "H", "H"],
  "xyz": [[-0.447, 3.402, -0.700], [-1.134, 3.483, 0.663], [-1.718, 2.151, 1.045], [-1.414, 1.552, 2.054], [-2.637, 1.596, 0.182], [-3.626, 2.299, -0.626], [-4.934, 1.501, -0.434], [-4.436, 0.174, 0.062], [-5.088, -1.023, 0.232], [-4.345, -2.107, 0.699], [-5.221, -3.769, 0.957], [-2.986, -2.016, 0.934], [-2.335, -0.801, 0.774], [-0.524, -0.828, 0.685], [-0.129, 0.236, -0.203], [-0.223, -2.162, 0.219], [0.288, -0.663, 2.306], [1.777, -0.671, 2.021], [2.173, 0.646, 1.353], [1.817, 1.716, 1.808], [3.006, 0.553, 0.293], [3.418, 1.756, -0.399], [3.398, -0.670, -0.321], [4.671, -1.179, -0.096], [5.041, -2.367, -0.702], [4.147, -3.047, -1.512], [2.874, -2.543, -1.745], [1.874, -3.270, -2.588], [2.517, -1.335, -1.159], [-3.077, 0.297, 0.378], [0.180, 4.277, -0.850], [0.173, 2.511, -0.732], [-1.169, 3.351, -1.510], [-1.904, 4.259, 0.666], [-0.395, 3.719, 1.430], [-3.719, 3.337, -0.309], [-3.320, 2.275, -1.677], [-5.497, 1.413, -1.362], [-5.581, 1.965, 0.314], [-6.137, -1.134, 0.004], [-2.405, -2.883, 1.203], [-0.036, -1.522, 2.886], [-0.025, 0.276, 2.751], [2.028, -1.529, 1.397], [2.329, -0.739, 2.962], [3.080, 2.609, 0.187], [2.968, 1.795, -1.393], [4.504, 1.777, -0.496], [5.353, -0.654, 0.556], [6.028, -2.771, -0.531], [4.441, -3.984, -1.962], [1.691, -2.725, -3.513], [2.220, -4.270, -2.836], [0.933, -3.336, -2.046], [1.533, -0.925, -1.319]]
}

***

Across the entries above, Kohn-Sham gap takes the values 10.56, 13.02, 5.33, 8.95 eV, respectively.
Across the entries above, lowest unoccupied orbital energy takes the values 1.10, -2.93, 2.19, 0.46 eV, respectively.